Entry 1:
# C4H7I2P

One molecule with the formula C4H7I2P (ωB97M-V/def2-TZVPD, the OMol25 dataset).

CARTESIAN COORDINATES (ANGSTROEM)
C  0.0946  -0.5621  0.5817
C  0.1218  0.8886  1.0752
C  -0.7759  -0.7731  -0.5820
C  -0.4845  -1.8878  -1.2366
P  1.4636  1.5791  0.0633
I  1.3765  3.9102  0.8344
I  -1.6105  -2.7376  -2.8929
H  1.0989  -0.8766  0.3541
H  -0.1544  -1.1676  1.4577
H  -0.8866  1.4270  0.9113
H  0.2387  0.8564  2.1263
H  -1.3743  -0.0240  -0.9881
H  0.3522  -2.5674  -0.8451
H  0.5399  1.9349  -0.8596

Results
DFT total energy   -29750.24739 eV
Frontier orbital gap   0.34079 hartree
M   339.9 g/mol
HOMO level   -9.158 eV
Lowest unoccupied orbital energy   0.0042 Eh
Energy above the lowest of the compared OMol25 structures with the same formula, charge and spin   116.2 kJ/mol

Entry 2:
# C10H36N18O12

C10H36N18O12 as an isolated structure (ωB97M-V/def2-TZVPD, the OMol25 dataset).

CARTESIAN COORDINATES (ANGSTROEM)
C  -20.8832  27.5498  -12.6564
O  -21.5699  26.6237  -12.2268
O  -19.6635  27.5932  -12.7702
O  -21.5508  28.4823  -13.0872
C  -21.6408  28.6030  -16.1296
O  -22.0314  28.5396  -17.3361
N  -21.3681  27.6894  -15.2692
N  -21.7212  29.6689  -15.4250
H  -21.4399  27.7233  -14.2624
H  -21.2524  26.8080  -15.7487
H  -21.5186  29.4607  -14.4577
H  -22.0023  30.5516  -15.8275
C  -22.4957  31.1992  -13.2976
O  -23.0907  32.2788  -13.4604
N  -21.3792  30.6668  -13.7373
N  -23.0236  30.1471  -12.8218
H  -20.8089  31.3012  -14.2782
H  -20.9707  29.9428  -13.1637
H  -22.5769  29.2547  -12.9776
H  -23.8712  30.2286  -12.2786
C  -24.2220  26.9105  -11.6781
O  -25.3171  26.4143  -11.4102
N  -23.2845  27.2293  -10.8609
N  -23.8631  27.4630  -12.7667
H  -22.4288  27.2152  -11.3972
H  -23.2510  27.1129  -9.8582
H  -24.6106  27.3360  -13.4340
H  -22.9292  27.7836  -12.9791
C  -17.6713  29.4756  -13.8502
O  -17.2018  30.1904  -14.6702
N  -16.9856  28.6606  -13.1398
N  -18.9149  29.5065  -13.4292
H  -15.9988  28.8757  -13.1399
H  -17.4668  27.9617  -12.5920
H  -19.3642  28.6481  -13.1440
H  -19.5224  30.2237  -13.7989
C  -20.6865  30.0360  -10.6319
O  -20.6588  30.7923  -9.6724
N  -19.6645  29.7482  -11.3766
N  -21.6337  29.3200  -11.0749
H  -18.7800  30.1622  -11.1192
H  -19.7605  28.9049  -11.9241
H  -22.4595  29.3998  -10.4990
H  -21.5001  28.7903  -11.9244
C  -18.8101  25.1033  -14.3081
O  -18.0600  24.4616  -14.9871
N  -19.4082  24.7496  -13.1664
N  -18.9082  26.3494  -14.4693
H  -19.3397  23.8016  -12.8248
H  -19.8409  25.3718  -12.4987
H  -19.3929  26.9778  -13.8446
H  -18.2462  26.5951  -15.1915
C  -22.4623  24.6005  -14.0376
O  -22.6428  23.5173  -14.6103
N  -22.5644  25.7650  -14.5653
N  -22.0714  24.6458  -12.8071
H  -23.2624  25.7758  -15.2952
H  -22.3274  26.5285  -13.9481
H  -21.8642  25.5861  -12.5020
H  -21.5433  23.8286  -12.5363
C  -20.8667  25.5418  -9.8292
O  -20.6078  25.3158  -8.6804
N  -21.6007  24.8791  -10.6080
N  -20.5356  26.7142  -10.3747
H  -21.6910  25.2680  -11.5357
H  -21.9892  23.9745  -10.3826
H  -20.9992  26.9740  -11.2336
H  -19.9266  27.3616  -9.8950
C  -17.6760  26.9876  -10.9452
O  -16.7834  26.5490  -10.2199
N  -18.4749  27.9742  -10.5956
N  -17.9688  26.6175  -12.1496
H  -19.3028  28.1988  -11.1288
H  -18.2040  28.4727  -9.7600
H  -17.4878  25.9126  -12.6899
H  -18.8199  26.9552  -12.5760

Results
DFT total energy   -62322.44935 eV
Total charge   -2
Frontier orbital gap   0.28414 hartree
M   600.5 g/mol
HOMO level   -3.893 eV
Lowest unoccupied orbital energy   0.1411 Eh
Energy above the lowest of the compared OMol25 structures with the same formula, charge and spin   3764.1 kJ/mol

Entry 3:
# C38H64ClN5O6S

A 2-piece molecular cluster, C38H64ClN5O6S overall (ωB97M-V/def2-TZVPD, the OMol25 dataset).

CARTESIAN COORDINATES (ANGSTROEM)
C  -2.5919  -2.1332  4.7972
C  -2.7814  -0.5744  4.4670
C  -4.2729  -0.1941  5.0316
C  -1.7765  0.3408  5.3801
C  -2.7930  -0.1748  2.9168
C  -1.7901  -0.9650  1.9508
C  -2.2913  -2.3982  1.4465
C  -0.2561  -1.0652  2.5175
C  -1.6420  -0.0255  0.6201
C  -0.9403  1.3691  0.8193
C  -0.7617  2.4123  -0.3374
C  -1.2690  2.0288  -1.7751
O  -1.1103  2.9379  -2.8996
C  -0.2347  2.1993  -3.8171
C  0.9057  3.1417  -4.4812
O  1.4250  2.6293  -5.7335
C  2.0927  1.3429  -5.5356
C  3.5294  1.3274  -6.2953
N  3.9160  -0.0218  -6.8360
C  5.1309  0.0702  -7.7175
C  5.5242  -1.3374  -8.4342
C  4.5468  -1.4191  -9.7463
N  4.8400  -2.7062  -10.4444
C  7.0434  -1.1925  -8.9273
C  8.0697  -2.3344  -8.4576
C  8.5810  -3.1786  -9.7542
C  7.5979  -4.3721  -10.1826
O  6.7982  -4.9127  -9.0983
O  5.2163  -2.5130  -7.6419
C  5.1658  -2.2515  -6.2350
O  6.4756  -1.9208  -5.6472
C  6.8463  -2.9629  -4.7360
N  7.0305  -3.9249  -4.0258
C  4.0869  -1.1007  -5.8082
Cl  4.5990  -0.5002  -4.1455
N  2.7519  -1.8186  -5.7410
C  2.5364  -2.2664  -4.5215
S  2.3874  -3.3372  -3.2502
C  -1.9495  0.6378  -1.9377
C  -2.1630  -0.4002  -0.7917
H  -2.2818  -2.1969  5.9128
H  -3.5742  -2.7461  4.7307
H  -1.7733  -2.6678  4.2107
H  -4.2915  -0.2773  6.1789
H  -4.6125  0.8481  4.6581
H  -4.9658  -1.0087  4.5788
H  -0.8395  0.6739  4.8194
H  -1.5698  -0.1184  6.4053
H  -2.3821  1.3102  5.5870
H  -3.8671  -0.3746  2.5237
H  -2.6773  0.9790  2.8705
H  -1.5879  -2.9019  0.6800
H  -3.2902  -2.2237  0.8818
H  -2.5187  -3.1595  2.2637
H  -0.0534  -2.0310  3.0905
H  0.0840  -0.1111  3.0469
H  0.3937  -1.1316  1.5564
H  -0.5386  1.7108  1.8473
H  -0.2760  3.4413  -0.1606
H  0.3390  1.3904  -3.2215
H  -0.8244  1.7491  -4.7038
H  0.5250  4.2131  -4.6960
H  1.7302  3.2469  -3.6690
H  2.2383  1.1626  -4.4138
H  1.4421  0.5394  -6.0333
H  3.3819  2.0130  -7.2205
H  4.3636  1.8418  -5.6840
H  3.1214  -0.3283  -7.4481
H  5.9979  0.4428  -7.0442
H  4.9009  0.8412  -8.5398
H  4.6331  -0.4927  -10.4125
H  3.4738  -1.5337  -9.3071
H  4.8362  -2.5904  -11.4689
H  4.1827  -3.4528  -10.1843
H  7.0247  -1.1464  -10.0844
H  7.4569  -0.1837  -8.5641
H  7.7262  -2.9932  -7.5945
H  9.0198  -1.7854  -8.0780
H  9.5957  -3.6292  -9.4437
H  8.7864  -2.4414  -10.6102
H  6.9925  -4.0613  -11.1099
H  8.2812  -5.2407  -10.5427
H  6.3574  -5.7040  -9.5025
H  4.8266  -3.2132  -5.6855
H  -2.3345  0.3864  -2.9994
H  -2.6987  -1.3815  -0.9969
C  -6.1673  4.3535  9.3684
C  -6.1035  2.9988  8.6163
C  -7.2681  2.0342  8.9572
C  -7.1578  1.3377  10.3036
C  -5.7950  0.6665  10.4460
C  -4.6360  1.6511  10.2018
N  -4.7657  2.3910  8.8955
O  -4.5087  1.5067  7.8889
C  -4.5747  2.6079  11.4215
C  -3.2862  0.8941  10.2955
C  -6.3588  3.4393  7.1482
H  -5.5637  4.4189  10.2647
H  -5.7791  5.1686  8.7503
H  -7.1957  4.6009  9.6491
H  -7.3163  1.2504  8.1904
H  -8.2259  2.5612  8.8971
H  -7.3352  2.0530  11.1115
H  -7.9461  0.5821  10.3891
H  -5.7151  0.2294  11.4490
H  -5.7353  -0.1761  9.7464
H  -3.8364  3.4029  11.2740
H  -4.2895  2.0706  12.3294
H  -5.5407  3.0600  11.6656
H  -3.2037  0.0762  9.5787
H  -3.1516  0.4543  11.2904
H  -2.4482  1.5767  10.1280
H  -5.5681  4.0983  6.7753
H  -7.2987  3.9972  7.0932
H  -6.4563  2.5950  6.4596

Results
DFT total energy   -83514.88555 eV
Total charge   +1
Frontier orbital gap (spin up / spin down)   0.21380 / 0.21514 hartree
M   754.5 g/mol
Spin multiplicity   2
HOMO level (spin up / spin down)   -9.927 / -9.964 eV
Lowest unoccupied orbital energy (spin up / spin down)   -0.1510 / -0.1510 Eh

Entry 4:
# C16H27I3PRe

C16H27I3PRe as an isolated structure (ωB97M-V/def2-TZVPD, the OMol25 dataset).

CARTESIAN COORDINATES (ANGSTROEM)
Re  -2.3090  -0.1459  0.2696
I  -2.6429  -0.0489  2.9733
C  -3.2076  -2.1184  2.9043
I  -2.5846  -2.9020  1.0178
H  -4.2884  -2.1761  2.9852
H  -2.6885  -2.6391  3.7035
C  -0.1008  2.9487  -0.6593
C  0.6921  1.9075  0.1293
C  2.1873  1.9827  -0.2282
C  0.5138  2.1479  1.6349
P  0.1232  0.1616  -0.1813
C  1.2136  -0.9838  0.6572
C  2.3864  -1.3778  0.0008
C  3.2996  -2.1936  0.6464
C  3.0552  -2.6196  1.9469
C  1.8986  -2.2246  2.6073
C  0.9805  -1.4095  1.9663
C  -0.1292  -0.3502  -1.9658
C  -1.5719  0.1032  -2.2227
C  0.7962  0.2841  -3.0078
C  -0.0729  -1.8779  -2.0770
H  0.3153  3.9299  -0.4250
H  -1.1504  2.9808  -0.3636
H  -0.0313  2.8278  -1.7388
H  2.5222  3.0013  -0.0257
H  2.3786  1.7805  -1.2817
H  2.7876  1.3090  0.3814
H  0.9383  3.1235  1.8780
H  1.0295  1.4046  2.2443
H  -0.5454  2.1840  1.9165
H  2.6051  -1.0382  -1.0041
H  4.2066  -2.4909  0.1377
H  3.7719  -3.2563  2.4482
H  1.7212  -2.5453  3.6252
H  0.0962  -1.0885  2.5022
H  -1.7455  1.1751  -2.1378
H  -2.3762  -0.5063  -1.6555
H  -1.9270  -0.2172  -3.2108
H  0.7653  1.3708  -3.0086
H  0.4891  -0.0599  -3.9983
H  1.8284  -0.0333  -2.8647
H  -0.6774  -2.3798  -1.3138
H  0.9395  -2.2610  -1.9859
H  -0.4539  -2.1691  -3.0582
I  -5.0081  0.3469  -0.3026
C  -3.3325  1.6409  0.0527
H  -3.5244  2.2603  0.9266
H  -3.1732  2.2418  -0.8386

Results
DFT total energy   -52720.06136 eV
Total charge   +3
Frontier orbital gap (spin up / spin down)   0.23116 / 0.20215 hartree
M   817.3 g/mol
Spin multiplicity   4
HOMO level (spin up / spin down)   -18.117 / -18.117 eV
Lowest unoccupied orbital energy (spin up / spin down)   -0.4346 / -0.4637 Eh
Energy above the lowest of the compared OMol25 structures with the same formula, charge and spin   0.0 kJ/mol

- Which formula does entry 1 have?
  C4H7I2P

- Look up the M of the fourth one.
  817.3 g/mol

- Among the records above, which one has the highest DFT total energy?
  C4H7I2P

- Look up the M of the first one.
  339.9 g/mol